(1)
Formula: C9H10MoN4OS6
Source: the OMol25 dataset
Level of theory: wB97M-V/def2-TZVPD

```
31
Properties=species:S:1:pos:R:3:forces:R:3
Mo 0.58586 -0.33941 0.20053 -0.7 0.1 -0.6
S 3.89692 4.86368 4.00565 0.1 0.1 0.1
C 3.18945 3.71768 3.18759 -0.3 -0.3 -0.2
S 3.32419 3.52262 1.40107 0.1 0.1 0.2
C 2.36336 2.19252 1.25022 -0.3 -0.3 0.2
C 1.76406 1.65066 2.50052 0.0 -0.1 -0.5
S 0.84261 0.20119 2.45419 0.4 0.3 0.2
S 2.11455 2.46128 3.90111 0.1 0.2 0.1
S 2.03744 1.42862 -0.26668 0.0 0.2 0.4
S 1.51502 -2.40538 0.69494 0.1 -0.2 0.1
C 1.98708 -2.41363 -0.98783 -0.1 -0.2 0.4
N 2.69203 -3.34701 -1.63292 0.0 0.1 0.0
C 2.99867 -3.20040 -2.94569 0.0 0.0 -0.1
C 2.58861 -2.06289 -3.60844 0.0 -0.1 0.0
C 1.87449 -1.11208 -2.89157 0.0 0.0 0.1
N 1.58012 -1.30490 -1.59294 -0.1 0.2 -0.1
H 2.99572 -4.18533 -1.13352 0.0 0.0 0.0
H 3.56182 -4.00476 -3.40676 0.0 0.0 0.0
H 2.82474 -1.91770 -4.65441 0.0 0.0 0.0
H 1.52935 -0.19350 -3.35029 0.0 0.0 0.0
C -2.49595 1.81964 -1.54755 0.0 -0.1 0.0
N -3.17454 0.72334 -0.83709 0.0 0.0 0.0
C -2.59241 -0.20425 -0.12756 -0.2 0.1 0.0
N -3.22530 -1.17229 0.49975 0.1 0.0 0.1
O -1.25741 -0.16913 -0.03356 0.8 -0.1 -0.1
H -3.26494 2.42555 -2.01666 0.0 0.0 0.0
H -1.84405 1.42329 -2.32292 0.0 0.0 0.0
H -1.94489 2.44020 -0.84464 0.0 0.0 0.0
H -4.18589 0.68828 -0.90439 0.0 0.0 0.0
H -4.23571 -1.24338 0.47871 0.0 0.0 0.0
H -2.73000 -1.84326 1.06891 0.0 0.0 0.0
```
Forces are in eV/Å.

The value obtained for the energy above the lowest of the compared OMol25 structures with the same formula, charge and spin is 0.0 kcal per mole. As for the total charge: +4. The value obtained for the HOMO energy is -21.677 eV. As for the HOMO-LUMO gap: 5.9 eV. The largest force on an atom comes out at 0.9 eV/A.

Population analysis type Mulliken, resulting atomic charges in e:
1 Mo 0.77
2 S 0.25
3 C 0.13
4 S 0.24
5 C 0.38
6 C 0.39
7 S 0.05
8 S 0.23
9 S -0.01
10 S -0.15
11 C 0.50
12 N 0.01
13 C -0.02
14 C -0.75
15 C -0.05
16 N -0.11
17 H 0.33
18 H 0.47
19 H 0.46
20 H 0.52
21 C -0.80
22 N -0.19
23 C 0.65
24 N -0.33
25 O -0.63
26 H 0.36
27 H 0.28
28 H 0.29
29 H 0.28
30 H 0.23
31 H 0.22

=====

(2)
Formula: C5H13NO
Source: the OMol25 dataset
Level of theory: wB97M-V/def2-TZVPD

```
20
Properties=species:S:1:pos:R:3:forces:R:3
C 2.22047 -0.40517 -1.08281 0.6 0.1 -0.8
N 0.79067 -0.63090 -0.78178 0.5 -0.5 0.3
C 0.50756 0.20974 0.40005 -2.7 0.2 1.4
C 0.62287 1.77151 0.27297 3.8 -1.1 -0.6
C -0.99690 0.06163 0.75028 -2.8 -2.0 -1.7
C -1.60283 -1.48758 1.00429 4.5 2.5 0.4
O -1.77747 0.50164 -0.46080 1.0 -0.3 1.3
H 2.89783 -0.67267 -0.16120 -0.9 0.1 -1.9
H 2.32229 0.71524 -1.22173 0.2 -1.4 0.0
H 2.48192 -0.90217 -2.11769 -0.1 0.7 2.4
H 0.64067 -1.64798 -0.46861 0.4 2.1 -0.7
H 1.10065 -0.26996 1.16925 0.3 0.7 0.9
H 0.94628 1.92487 -0.75597 -0.2 0.6 0.0
H -0.13916 2.43076 0.52185 -2.4 0.2 0.0
H 1.39655 2.24862 0.92024 0.2 -1.0 -0.5
H -1.40669 0.78042 1.46251 0.7 -0.4 0.5
H -0.99767 -2.03127 0.27787 -0.5 -0.5 -0.1
H -2.59205 -1.42929 0.65907 -1.4 -0.3 0.4
H -1.25286 -1.87789 2.00102 -1.2 0.4 -0.8
H -1.21971 0.23368 -1.19634 0.1 -0.1 -0.4
```
Forces are in eV/Å.

The value obtained for the energy above the lowest of the compared OMol25 structures with the same formula, charge and spin is 62.4 kcal per mole. The value obtained for the HOMO energy is -9.514 eV. As for the HOMO-LUMO gap: 10.5 eV. The largest force on an atom comes out at 5.1 eV/A.

Population analysis type Mulliken, resulting atomic charges in e:
1 C -0.77
2 N -0.52
3 C 0.22
4 C -1.23
5 C -0.30
6 C -1.19
7 O -0.57
8 H 0.25
9 H 0.28
10 H 0.28
11 H 0.22
12 H 0.57
13 H 0.31
14 H 0.38
15 H 0.33
16 H 0.43
17 H 0.23
18 H 0.41
19 H 0.31
20 H 0.37

=====

(3)
Formula: C5H12O2
Source: the OMol25 dataset
Level of theory: wB97M-V/def2-TZVPD

```
19
Properties=species:S:1:pos:R:3:forces:R:3
C -2.03493 -1.24003 -0.91893 -0.1 -0.1 -0.1
C -0.55347 -1.38497 -0.54751 0.1 -0.2 -0.1
C 0.06144 0.00380 -0.46919 -0.8 0.2 0.1
O -0.81740 0.72764 0.40053 -1.4 -1.0 -0.3
C 1.43479 0.25294 0.10033 -0.9 1.2 0.5
C 0.94999 1.98724 0.80642 1.7 -0.6 -0.3
O 1.75509 -0.78808 1.01809 -0.3 0.8 0.4
H -2.57367 -0.66004 -0.16416 0.1 -0.2 -0.2
H -2.14111 -0.69749 -1.86708 0.0 -0.1 0.1
H -2.51964 -2.21292 -1.02388 0.1 0.0 0.0
H -0.44683 -1.85829 0.43713 0.0 0.0 -0.2
H -0.03473 -2.02215 -1.26718 0.1 0.0 0.0
H 0.04059 0.50028 -1.44899 -0.3 0.0 0.2
H -0.60515 0.36888 1.27906 -0.3 0.2 -0.3
H 2.24538 0.23077 -0.68556 -0.7 0.9 0.8
H 0.12017 2.32081 1.50362 1.0 -1.4 -0.6
H 1.86005 2.19862 1.31955 1.0 0.8 0.1
H 0.76628 2.63187 -0.06589 0.6 -0.4 0.1
H 2.35090 -0.45029 1.69315 0.1 0.0 -0.1
```
Forces are in eV/Å.

The value obtained for the energy above the lowest of the compared OMol25 structures with the same formula, charge and spin is 81.7 kcal per mole. The value obtained for the HOMO energy is -9.180 eV. As for the HOMO-LUMO gap: 10.0 eV. The largest force on an atom comes out at 1.8 eV/A.

Population analysis type Mulliken, resulting atomic charges in e:
1 C -1.11
2 C -0.34
3 C -0.18
4 O -0.60
5 C -0.25
6 C -0.95
7 O -0.51
8 H 0.27
9 H 0.28
10 H 0.39
11 H 0.25
12 H 0.32
13 H 0.34
14 H 0.41
15 H 0.32
16 H 0.29
17 H 0.44
18 H 0.31
19 H 0.32

=====

(4)
Formula: C14H30CoN6O5
Source: the OMol25 dataset
Level of theory: wB97M-V/def2-TZVPD

```
56
Properties=species:S:1:pos:R:3:forces:R:3
Co -0.94601 -0.01097 -1.86445 0.3 1.5 0.5
C -3.38321 4.73173 -1.75385 -0.1 0.5 0.2
N -3.03891 3.42913 -2.27395 0.3 -0.6 0.1
C -3.77001 3.04063 -3.46665 -0.1 -0.4 -0.5
C -2.10591 2.61923 -1.81235 0.0 0.3 0.3
O -1.81101 1.56393 -2.42025 -0.4 0.4 -0.6
C -1.30681 2.95123 -0.54825 0.1 0.1 -0.1
O -0.66231 1.79073 -0.04605 -0.2 -0.2 -0.1
C -1.12261 1.26073 1.18535 0.2 -0.1 0.0
C -1.88821 -0.05007 0.95115 0.4 0.2 0.2
O -2.23841 -0.33237 -0.20445 0.2 -0.1 -0.4
N -2.09191 -0.86397 1.97895 0.0 0.1 -0.4
C -2.71341 -2.15197 1.74555 -0.3 -0.5 -0.3
C -1.80571 -0.53167 3.35755 0.1 0.4 0.3
H -4.46761 4.80713 -1.65405 0.1 -0.1 0.0
H -3.05751 5.50273 -2.45565 0.0 0.0 0.0
H -2.92741 4.93083 -0.79125 0.0 0.0 0.1
H -4.83871 3.16193 -3.29415 0.0 0.1 0.0
H -3.55451 1.99743 -3.69565 -0.1 0.2 0.0
H -3.46911 3.65873 -4.31265 0.0 0.0 0.0
H -1.92131 3.41313 0.22685 0.0 0.0 -0.1
H -0.50771 3.64613 -0.83305 -0.2 0.1 0.0
H -1.74211 1.98273 1.72855 0.1 -0.1 0.0
H -0.22161 1.05683 1.77455 -0.2 0.1 0.1
H -2.89661 -2.26757 0.68205 0.0 -0.1 0.1
H -3.65671 -2.22797 2.28135 0.0 0.0 0.1
H -2.04391 -2.94677 2.07125 0.0 0.0 0.1
H -0.79911 -0.12817 3.47405 0.0 0.0 0.0
H -1.89151 -1.43777 3.95395 0.0 0.1 0.0
H -2.51631 0.20193 3.74585 0.0 -0.1 0.0
N 1.32419 0.23063 -2.10655 -0.4 0.5 -0.1
C 1.84579 -0.77407 -1.17195 -0.3 -0.5 0.1
C 3.26429 -1.23207 -1.55365 -0.1 -0.2 0.2
C 3.71839 -2.63997 -1.16455 0.0 0.2 0.1
C 3.77369 -3.01627 0.32775 0.0 -0.5 -0.4
N 3.84739 -1.90257 1.26765 0.2 0.1 0.0
C 2.99389 -1.72857 2.27485 0.0 0.4 0.1
N 1.76329 -2.21407 2.20875 0.0 -0.2 0.0
N 3.35979 -0.97737 3.32525 0.1 0.0 0.2
C 0.73529 -1.88037 -1.08395 1.1 0.7 0.3
O 0.81659 -2.76047 -0.23705 0.0 -0.3 0.0
O -0.23571 -1.69157 -1.87085 -0.5 -2.1 -0.3
H 1.48119 -0.08047 -3.06555 0.0 0.1 0.2
H 1.79839 1.12113 -1.99915 0.0 0.0 0.0
H 1.86589 -0.31857 -0.17505 0.0 0.0 -0.1
H 3.96579 -0.49857 -1.15025 0.0 0.1 -0.1
H 3.34289 -1.19547 -2.64335 0.0 0.1 0.0
H 4.71399 -2.75967 -1.59205 0.0 -0.1 0.0
H 3.06819 -3.36527 -1.64945 0.1 -0.1 -0.1
H 4.65819 -3.64127 0.48785 -0.2 0.1 0.1
H 2.90079 -3.61517 0.57775 0.2 0.1 0.0
H 4.75199 -1.45627 1.33505 -0.2 0.0 0.2
H 1.39399 -2.57727 1.30955 0.0 0.1 0.1
H 1.17299 -2.22167 3.02265 0.1 0.0 0.0
H 4.32089 -0.71377 3.47125 0.0 -0.1 0.0
H 2.75389 -0.88877 4.12485 0.0 0.0 -0.1
```
Forces are in eV/Å.

As for the total charge: +2. The value obtained for the HOMO energy (spin up / spin down) is -15.068 / -15.159 eV. As for the HOMO-LUMO gap (spin up / spin down): 10.1 / 10.0 eV. Its spin multiplicity is 4. The largest force on an atom comes out at 2.2 eV/A.

Population analysis type Mulliken, resulting atomic charges in e:
1 Co 0.73
2 C -0.86
3 N 0.06
4 C -1.03
5 C 1.03
6 O -0.77
7 C -0.81
8 O -0.31
9 C -0.65
10 C 0.92
11 O -0.78
12 N 0.19
13 C -1.08
14 C -1.02
15 H 0.33
16 H 0.34
17 H 0.32
18 H 0.34
19 H 0.29
20 H 0.36
21 H 0.39
22 H 0.40
23 H 0.48
24 H 0.21
25 H 0.29
26 H 0.40
27 H 0.38
28 H 0.37
29 H 0.36
30 H 0.33
31 N -0.53
32 C 0.57
33 C -1.00
34 C -0.67
35 C -0.89
36 N -0.14
37 C 0.66
38 N -0.15
39 N -0.43
40 C 0.91
41 O -0.82
42 O -0.87
43 H 0.25
44 H 0.29
45 H 0.11
46 H 0.35
47 H 0.45
48 H 0.50
49 H 0.34
50 H 0.42
51 H 0.41
52 H 0.26
53 H 0.12
54 H 0.22
55 H 0.20
56 H 0.21

=====

(5)
Formula: C8H9FO
Source: the OMol25 dataset
Level of theory: wB97M-V/def2-TZVPD

```
19
Properties=species:S:1:pos:R:3:forces:R:3
C 3.17209 -0.10325 -0.39220 -2.5 1.1 0.7
C 2.68832 1.20243 -0.13234 -0.1 0.0 -0.6
C 2.27906 -1.15736 -0.32393 0.7 1.0 -0.3
C 1.35138 1.47003 0.12315 -0.5 -1.8 0.4
C 0.97808 -0.95835 -0.00589 -1.0 -1.2 1.8
C 0.49197 0.30404 0.36213 4.3 0.9 -3.2
C -3.45933 -0.41904 0.64019 1.5 2.0 0.3
C -2.50443 -0.06391 -0.43855 -0.1 2.0 -1.0
O -0.67050 0.49690 0.68548 -6.6 0.3 1.6
F -2.76791 1.15902 -1.04124 0.7 -2.1 0.9
H 4.13580 -0.28574 -0.71069 2.0 -0.1 -0.4
H 3.36686 2.01757 -0.28084 0.3 0.4 0.0
H 2.60621 -2.11964 -0.55850 0.5 -1.5 -0.3
H 0.81641 2.43423 0.17383 0.9 -0.4 0.1
H 0.36521 -1.84724 0.24689 0.1 0.7 -0.6
H -3.97200 -1.35953 0.53307 -0.2 -0.2 -0.2
H -2.70338 -0.48361 1.43971 -0.6 -0.2 0.6
H -4.08756 0.49688 0.81835 0.3 -1.2 0.0
H -2.08628 -0.78342 -1.13861 0.3 0.3 0.2
```
Forces are in eV/Å.

The value obtained for the energy above the lowest of the compared OMol25 structures with the same formula, charge and spin is 63.4 kcal per mole. The value obtained for the HOMO energy (spin up / spin down) is -7.280 / -7.717 eV. As for the HOMO-LUMO gap (spin up / spin down): 5.9 / 7.6 eV. The largest force on an atom comes out at 6.8 eV/A.

Population analysis type Mulliken, resulting atomic charges in e:
1 C -0.53
2 C -0.40
3 C -0.41
4 C -0.46
5 C -0.31
6 C 0.46
7 C -0.87
8 C 0.31
9 O -0.63
10 F -0.24
11 H 0.44
12 H 0.33
13 H 0.40
14 H 0.36
15 H 0.29
16 H 0.31
17 H 0.28
18 H 0.28
19 H 0.36

=====

(6)
Formula: C22H23F17N2O2
Source: the OMol25 dataset
Level of theory: wB97M-V/def2-TZVPD

```
66
Properties=species:S:1:pos:R:3:forces:R:3
N 5.42253 -0.46269 1.99605 0.3 -0.2 0.0
C 5.22539 0.12249 1.03060 -0.4 0.4 0.2
C 4.81657 0.95498 -0.09994 0.2 -0.2 -0.3
C 3.65213 0.32126 -0.93102 0.3 -0.3 -0.1
C 4.09317 0.19596 -2.33055 -0.3 0.1 0.0
N 4.38881 0.08534 -3.43353 0.1 0.0 0.0
C 3.21986 -1.07666 -0.43974 0.0 -0.1 -0.7
C 2.04204 -1.59079 -1.29087 0.3 0.4 0.4
C 1.25549 -2.68445 -0.58248 0.3 -0.1 -0.7
F 1.96350 -3.84216 -0.70894 -0.1 0.1 0.2
F 1.11742 -2.45264 0.74179 -0.2 0.0 0.0
C -0.14821 -2.95943 -1.24035 0.2 -0.5 0.1
F -0.08721 -2.58920 -2.53670 -0.1 0.1 0.1
F -0.37479 -4.29209 -1.22234 0.0 0.2 0.1
C -1.41536 -2.35873 -0.55646 -0.1 -0.1 0.2
F -2.49678 -2.78096 -1.24404 0.1 0.1 0.0
F -1.48506 -2.90627 0.67191 0.1 0.1 -0.1
C -1.53075 -0.80985 -0.36888 -0.1 0.1 0.2
F -0.32419 -0.29005 -0.06441 0.0 -0.2 -0.1
F -2.31901 -0.60370 0.70357 0.0 0.1 -0.2
C -2.10217 -0.01324 -1.60127 0.0 0.0 -0.1
F -1.38272 1.11800 -1.75292 -0.1 0.0 0.1
F -1.92040 -0.73730 -2.71704 0.0 0.0 0.1
C -3.62332 0.37839 -1.52897 0.0 0.1 -0.6
F -4.33699 -0.56971 -0.90998 0.1 0.1 0.1
F -4.04923 0.42913 -2.81204 0.0 0.0 0.2
C -3.98757 1.78965 -0.95808 -0.4 -0.2 0.3
F -5.34117 1.83022 -0.95464 0.1 0.0 0.0
F -3.54834 2.74025 -1.78829 0.2 -0.1 0.0
C -3.56469 2.14598 0.49264 -0.3 0.5 -0.1
F -4.14926 1.32857 1.35711 0.1 -0.1 0.0
F -3.99166 3.38921 0.73933 0.1 -0.1 0.0
F -2.24714 2.12469 0.65708 0.1 -0.1 0.0
H 5.68623 1.09761 -0.74226 0.0 0.0 0.0
H 4.54091 1.94263 0.26437 -0.1 0.0 0.1
H 2.79093 0.99098 -0.94342 0.0 0.1 0.2
H 4.06640 -1.74402 -0.60861 0.0 -0.1 0.4
H 2.98964 -1.05157 0.62104 0.0 0.1 0.0
H 2.43603 -1.99442 -2.22107 -0.2 -0.1 0.0
H 1.40500 -0.75181 -1.56629 -0.2 -0.1 0.1
C 6.68097 -5.83160 2.26392 0.0 0.0 -0.1
C 7.76506 -4.75754 2.23782 0.0 0.0 0.1
C 7.20013 -3.77503 1.22128 0.0 0.0 -0.1
O 5.77912 -3.85886 1.32933 0.0 0.0 -0.1
C 5.41809 -4.99364 2.11759 0.0 0.1 0.1
H 6.68266 -6.43572 3.17006 0.0 0.0 0.0
H 6.79307 -6.50027 1.40736 0.0 0.0 0.0
H 7.84450 -4.28172 3.21769 0.0 0.0 0.0
H 8.74934 -5.13200 1.96005 0.0 0.0 0.0
H 7.49141 -4.04904 0.20077 0.0 0.0 0.0
H 7.50880 -2.74537 1.40620 -0.1 0.0 0.0
H 5.06038 -4.64322 3.09194 0.0 0.0 0.0
H 4.60577 -5.52738 1.62253 0.0 0.0 0.0
C -6.42464 5.34652 0.11152 0.0 0.1 0.0
C -7.53889 5.45207 1.14873 -0.1 -0.1 0.0
C -7.99462 6.89346 0.96447 0.1 0.1 0.0
O -7.78007 7.21052 -0.41194 0.0 0.0 0.0
C -6.98102 6.19555 -1.02295 -0.1 0.0 0.0
H -6.20625 4.32629 -0.19490 0.0 0.0 0.0
H -5.50605 5.79138 0.50091 0.0 0.0 0.0
H -8.34971 4.76400 0.89896 0.0 0.0 0.0
H -7.21396 5.23958 2.16633 0.0 0.0 0.0
H -7.40009 7.57858 1.57870 0.0 0.0 0.0
H -9.04824 7.04165 1.20372 0.0 0.0 0.0
H -7.61856 5.60059 -1.68615 0.0 0.0 0.0
H -6.20327 6.66762 -1.62434 0.0 0.0 0.0
```
Forces are in eV/Å.

The value obtained for the energy above the lowest of the compared OMol25 structures with the same formula, charge and spin is 0.0 kcal per mole. The value obtained for the HOMO energy is -9.391 eV. As for the HOMO-LUMO gap: 9.6 eV. The largest force on an atom comes out at 0.8 eV/A.

Population analysis type Mulliken, resulting atomic charges in e:
1 N -0.46
2 C 0.40
3 C -0.81
4 C 0.62
5 C 0.05
6 N -0.49
7 C -1.20
8 C -1.41
9 C 1.08
10 F -0.36
11 F -0.31
12 C 0.42
13 F -0.27
14 F -0.34
15 C 0.60
16 F -0.30
17 F -0.31
18 C 0.67
19 F -0.31
20 F -0.34
21 C 0.63
22 F -0.31
23 F -0.32
24 C 0.41
25 F -0.27
26 F -0.32
27 C 0.83
28 F -0.31
29 F -0.29
30 C 0.62
31 F -0.25
32 F -0.22
33 F -0.22
34 H 0.35
35 H 0.32
36 H 0.41
37 H 0.26
38 H 0.75
39 H 0.53
40 H 0.49
41 C -0.55
42 C -0.59
43 C -0.44
44 O -0.30
45 C -0.45
46 H 0.33
47 H 0.27
48 H 0.28
49 H 0.34
50 H 0.29
51 H 0.26
52 H 0.28
53 H 0.27
54 C 0.00
55 C -0.62
56 C -0.43
57 O -0.40
58 C -0.47
59 H -0.05
60 H 0.22
61 H 0.29
62 H 0.35
63 H 0.25
64 H 0.30
65 H 0.27
66 H 0.29